A cluster of 2 separate species, C3H11NOS in total, computed with wB97M-V/def2-TZVPD.

Positions of all 17 atoms, in Å:
C (-1.05659, 1.03990, 2.02832)
S (0.31870, 2.12762, 1.50262)
C (1.65435, 0.91194, 1.63746)
H (-1.92031, 1.61082, 2.34129)
H (-0.68392, 0.57054, 2.93880)
H (-1.33281, 0.34743, 1.22994)
H (1.37276, -0.09489, 1.34155)
H (2.44186, 1.35033, 1.01209)
H (2.05234, 0.85532, 2.65873)
N (-1.06236, -1.89615, -1.57438)
C (-0.42976, -0.65508, -1.94126)
O (0.54808, -0.91209, -2.97018)
H (-0.96834, -2.53089, -2.36057)
H (-0.52122, -2.37108, -0.85008)
H (-1.16027, 0.02183, -2.36386)
H (0.10099, -0.24527, -1.09864)
H (0.64648, -0.13026, -3.53184)

LUMO energy = 0.8356 eV
Kohn-Sham gap = 9.4 eV
Electronic energy = -17661.590 eV
SMILES = CSC.NCO
ΔE to the lowest compared entry with this formula, charge and spin = 19.17 kcal per mole

Löwdin population analysis, charges in e, atoms 1 to 5: C -0.417; S 0.701; C -0.449; H 0.024; H 0.029